(1)
Below is a structure of composition C45H51GeN9O3P2RuS2Se at a distorted geometry, with properties calculated with ωB97M-V with the def2-TZVPD basis set.

```
115
Properties=species:S:1:pos:R:3:forces:R:3
Ru -0.425549 0.584296 0.034060 -0.0011 0.6226 0.3238
N 3.641575 1.043965 -0.770202 -0.2374 0.1776 -0.3438
C 3.755585 -0.210165 -0.232502 0.0477 -0.2798 0.1405
C 2.510061 -0.569162 0.179072 0.3293 -0.1658 -0.0498
N 1.644707 0.447048 -0.112612 0.2349 0.2399 -0.5443
C 2.347209 1.396940 -0.717441 -0.0492 -0.1523 0.0996
C 1.670481 2.528435 -1.302760 -0.3205 0.1978 -0.1020
N 0.363415 2.667221 -1.155027 0.3710 -0.4227 -0.0379
C -0.007603 3.673449 -2.002573 0.0649 0.0434 -0.1832
C 1.092529 4.150263 -2.656034 -0.3032 0.1748 -0.0755
N 2.151112 3.430456 -2.186745 0.2659 -0.4044 0.0061
H 4.349479 1.523595 -1.301650 0.1200 0.0180 0.0622
H 4.691112 -0.734119 -0.165607 0.0582 0.0400 -0.0190
H 2.188123 -1.481163 0.645900 0.0013 0.0200 0.0341
H -1.029056 3.993793 -2.103044 -0.0001 0.0503 0.0026
H 1.196471 4.922846 -3.395993 0.0599 0.0319 -0.0065
H 3.072697 3.408793 -2.597271 0.0018 0.1065 -0.0327
C -0.353695 -4.746145 -0.951048 -0.1146 0.3314 -0.1860
P -0.685958 -3.081271 -1.580563 0.0176 -0.2630 -0.2684
C -2.432219 -3.085465 -2.080150 0.3879 -0.1288 0.0968
C 0.294580 -2.889741 -3.096230 -0.2889 -0.0737 0.3469
O -0.382225 -2.021609 -0.556275 0.3560 0.1846 0.1034
H -0.600274 -5.489705 -1.708834 0.0330 -0.0383 -0.0037
H -0.969774 -4.927178 -0.070021 0.0203 0.0180 0.0392
H 0.698435 -4.829441 -0.681566 0.0209 -0.0098 0.0144
H -2.578902 -3.764925 -2.919458 -0.0352 0.0019 -0.0409
H -2.735075 -2.079084 -2.366760 -0.0073 0.0062 -0.0239
H -3.045412 -3.423508 -1.244245 -0.0431 0.0258 -0.0246
H 0.335920 -3.830026 -3.644394 0.0300 -0.0130 -0.0368
H 1.298690 -2.566754 -2.820233 0.0338 -0.0530 -0.0346
H -0.155271 -2.128648 -3.733839 -0.0045 -0.0473 -0.0184
N 3.917931 -5.172138 -5.642717 0.0018 -0.0256 -0.0028
C 3.601162 -3.871639 -5.431459 -0.1117 0.0718 0.0945
C 2.545311 -3.267486 -6.141229 0.0305 0.0136 0.0199
C 2.200268 -1.958683 -5.895858 0.0368 0.0114 -0.0606
C 2.909061 -1.230115 -4.946036 -0.3435 0.5009 0.1195
C 3.947124 -1.810155 -4.224220 0.0571 -0.0249 -0.0370
C 4.294709 -3.118227 -4.463655 -0.0534 0.0348 -0.0238
S 2.432120 0.412824 -4.593413 0.9355 -0.1293 -0.1506
O 1.676770 0.982229 -5.675526 -0.0658 -0.1938 -0.1106
O 3.573539 1.157198 -4.121589 -0.4031 -0.1737 0.4292
N 1.447217 0.180769 -3.267780 -0.6483 0.3013 0.8024
C 0.170884 0.418596 -3.306629 0.5184 0.0921 -0.8084
S -0.681391 0.848209 -4.834842 -0.7277 0.1159 0.2738
C -2.146639 0.838437 -3.985220 0.3895 0.0272 -0.8267
C -1.959870 0.542001 -2.658158 0.5685 -0.3266 0.6671
N -0.697567 0.322468 -2.250495 -0.5150 0.0141 -0.5606
H 3.521278 -5.663869 -6.423590 0.0568 -0.0281 -0.0034
H 4.750656 -5.555125 -5.232034 0.0028 -0.0418 -0.0608
H 2.017225 -3.836643 -6.894224 -0.0213 -0.0144 -0.0295
H 1.404465 -1.476115 -6.447696 -0.0214 -0.0572 -0.0727
H 4.481397 -1.210554 -3.503123 0.1026 -0.0236 0.0792
H 5.113461 -3.572366 -3.921534 0.0195 -0.0079 0.0103
H -3.084530 1.032702 -4.479453 -0.0725 0.0148 0.0310
H -2.763157 0.453204 -1.946927 0.0722 0.0183 -0.1279
C -1.695325 3.676620 3.099997 -0.1027 -0.1155 -0.1396
P -1.204245 3.306367 1.360201 -0.0383 0.3816 0.4940
C 0.198229 4.495866 1.263626 -0.0624 -0.1605 -0.1058
C -2.522229 4.293099 0.524669 0.1577 -0.2298 -0.0863
H -2.130574 4.676730 3.134903 0.0712 0.0368 -0.0196
H -0.815103 3.649359 3.734826 0.0326 0.0024 0.0222
H -2.421024 2.968324 3.488223 -0.0067 0.0565 0.0185
H -0.037664 5.354432 1.892521 0.0118 0.0217 0.0014
H 0.353656 4.837661 0.243219 0.0068 0.0344 0.0123
H 1.112071 4.028749 1.626790 0.0074 0.0158 0.0463
H -2.385775 5.347277 0.766804 -0.0246 0.0101 0.0297
H -3.497661 3.967613 0.884889 -0.0259 -0.0017 -0.0296
H -2.489079 4.178265 -0.557463 -0.0668 0.0289 -0.0176
C 2.886846 3.463829 4.602929 -0.0167 0.0416 0.0145
C 3.238374 2.995105 3.346320 0.0256 -0.0043 -0.1217
C 2.417992 2.089602 2.689122 -0.0061 -0.0511 0.0646
C 1.242758 1.629582 3.279344 -0.2121 -0.1846 -0.4941
C 0.913006 2.090093 4.551626 -0.0591 -0.1746 -0.0295
C 1.727310 3.001504 5.208922 -0.0093 0.0557 0.0314
Ge 0.153382 0.191050 2.440794 -0.0663 -0.1965 1.4416
C -1.456659 -0.053103 3.610256 0.2525 0.0552 -0.3284
C -2.694194 0.538966 3.356038 0.0197 0.0309 0.0974
C -3.794771 0.287102 4.160737 0.0390 0.0531 -0.0746
C -3.672915 -0.575765 5.240304 -0.0274 0.0072 0.0388
C -2.448011 -1.164522 5.514889 -0.0128 -0.1181 0.0608
C -1.350967 -0.915773 4.702202 0.0735 0.1829 -0.0973
C 1.215773 -1.429921 2.924544 -0.2197 0.2537 -0.3692
C 0.889311 -2.700789 2.450853 -0.0307 0.0015 0.0460
C 1.547557 -3.826992 2.922458 -0.0012 -0.0230 -0.0678
C 2.549357 -3.696915 3.873041 0.0653 0.0028 0.0434
C 2.889260 -2.438889 4.345722 0.0665 0.0082 0.0065
C 2.233529 -1.311892 3.869326 -0.1370 0.0726 -0.0611
H 3.513115 4.187443 5.106104 0.0319 -0.0231 0.0439
H 4.151491 3.330364 2.871436 0.0222 0.0502 0.0322
H 2.706445 1.726310 1.711683 0.0900 0.0275 0.0540
H 0.017979 1.718236 5.037398 -0.0078 0.0521 0.0428
H 1.453062 3.349623 6.196014 0.0143 0.0102 0.0155
H -2.804806 1.194129 2.502422 -0.0490 -0.0092 -0.0250
H -4.742927 0.761505 3.940483 -0.0308 -0.0200 0.0154
H -4.530535 -0.784632 5.864853 -0.0028 -0.0107 0.0313
H -2.345796 -1.834260 6.358529 -0.0137 0.0005 0.0211
H -0.400267 -1.388336 4.913937 -0.0428 -0.0831 0.0838
H 0.123329 -2.813088 1.693794 0.0322 -0.0528 -0.0059
H 1.280491 -4.808097 2.550684 -0.0118 -0.0217 -0.0010
H 3.066388 -4.571209 4.243632 -0.0079 -0.0325 0.0167
H 3.667531 -2.326113 5.088616 0.0196 -0.0348 0.0149
H 2.502477 -0.334998 4.250415 0.0570 -0.0207 0.0359
Se -2.409261 -1.709147 1.198687 -0.4772 -0.3847 0.1116
N -2.433674 -0.141648 0.375466 0.0734 0.0309 -0.3228
C -3.717668 0.175387 0.123093 0.1079 -0.3263 0.3715
C -4.184241 1.368292 -0.466506 -0.2211 0.3121 -0.0141
C -5.531775 1.534175 -0.636096 0.3879 0.0929 -0.0412
C -6.457775 0.532946 -0.255531 -0.1175 -0.3509 0.1709
C -6.042049 -0.633366 0.319423 -0.3225 0.1872 -0.1410
C -4.659117 -0.830735 0.536146 0.5078 0.0878 0.0593
N -4.118535 -1.902924 1.126482 -0.4995 -0.0500 0.0708
H -3.471902 2.127773 -0.759453 -0.0736 0.0814 0.0478
H -5.906702 2.453605 -1.065149 0.0098 0.0173 -0.0437
H -7.511006 0.708514 -0.421516 -0.0293 -0.0146 0.0213
H -6.739118 -1.400948 0.623769 -0.0080 -0.0170 0.0179
```
Forces are in eV/Å.

Output
* <S²>: 6.049
* 2S+1: 5
* total charge: +2
* ΔE to the lowest compared entry with this formula, charge and spin: 1.0280 eV
* HOMO-LUMO gap (spin up / spin down): 7.19 / 5.15 eV
* E_LUMO (spin up / spin down): -5.47 / -7.55 eV


(2)
Below is a structure of composition C45H52As2N10O2SSeV at a distorted geometry, with properties calculated with ωB97M-V with the def2-TZVPD basis set.

```
114
Properties=species:S:1:pos:R:3:forces:R:3
V 0.492292 -0.329376 0.199275 -1.2879 1.9548 -0.5266
N 2.687891 0.842646 3.631438 -0.0281 0.1694 -0.2317
C 2.490869 1.108364 2.340502 0.1002 0.1727 0.1128
N 1.622058 0.234214 1.869940 -0.4073 -0.2916 0.5288
C 1.332182 -0.563039 2.944894 0.4244 0.3743 0.1338
N 1.963816 -0.211281 4.032669 -0.1640 -0.3694 0.1722
C 0.422729 -1.671265 2.746048 -0.1872 -0.3977 0.0671
C -0.026577 -2.516574 3.758216 0.1092 0.1465 -0.0587
N -0.875591 -3.495604 3.508604 -0.0617 -0.0712 0.0654
C -1.274520 -3.655614 2.251900 0.0870 0.0109 -0.0440
C -0.823840 -2.834925 1.232354 -0.0781 0.0754 0.0378
N 0.025006 -1.830039 1.472627 -0.3698 -1.0781 1.2993
H 3.305450 1.305293 4.282300 0.0491 0.0085 -0.0242
H 2.981209 1.888547 1.780954 0.0019 0.0021 0.0133
H 0.306413 -2.378651 4.779889 0.0243 0.0176 -0.0140
H -1.971833 -4.460028 2.054229 0.0157 0.0016 -0.0425
H -1.150874 -2.961119 0.211513 -0.0550 -0.0196 0.0454
C 3.059758 -1.634351 -2.148938 -0.1535 0.1956 -0.1094
C 1.738209 -1.908314 -2.848950 0.1011 0.0919 0.1149
As 0.320849 -0.630522 -2.339952 0.4635 -0.5865 -1.4837
C 0.657600 0.884419 -3.518610 -0.0212 -0.0527 0.0521
C 1.837762 0.945633 -4.251092 -0.0015 -0.1774 0.0512
C 2.100587 2.039733 -5.064048 0.0165 0.0387 -0.0619
C 1.186610 3.077488 -5.151358 -0.0048 0.0220 -0.0061
C 0.007045 3.020047 -4.419909 0.0195 -0.0135 0.0376
C -0.255177 1.934749 -3.598302 -0.0535 -0.0208 0.0493
C -1.088660 -1.623494 -3.259829 -0.0762 0.0905 0.1926
C -1.627253 -1.156117 -4.454335 0.0680 0.0490 0.0856
C -2.561740 -1.920922 -5.140500 -0.0077 0.0816 -0.0196
C -2.968026 -3.149705 -4.634882 -0.0589 -0.0266 -0.0527
C -2.431819 -3.620318 -3.442473 -0.0461 -0.0689 0.0473
C -1.493369 -2.857797 -2.758268 0.0943 0.0859 0.0461
As 2.729851 -1.449212 -0.220918 1.2384 -0.8548 -0.7307
C 4.280809 -0.453063 0.381526 -0.0278 0.0708 0.1350
C 4.909180 -0.779494 1.583256 -0.1468 -0.1459 -0.0581
C 5.991039 -0.036579 2.030788 0.0013 0.0584 0.0439
C 6.438924 1.051858 1.292940 -0.0573 0.0540 0.0325
C 5.805763 1.391770 0.105221 0.0474 0.0252 -0.0068
C 4.731260 0.642289 -0.351341 -0.1591 -0.0978 -0.0292
C 3.146016 -3.283054 0.302801 -0.1144 0.1566 0.0183
C 2.145511 -4.227621 0.503711 0.0076 0.1110 0.0187
C 2.472780 -5.541571 0.807858 -0.0068 -0.0188 -0.0220
C 3.803295 -5.917078 0.902404 0.0201 -0.0495 -0.0072
C 4.805736 -4.992281 0.642982 0.0498 0.0421 -0.0158
C 4.483077 -3.680568 0.335575 -0.1052 0.1347 -0.0133
H 3.536344 -0.726737 -2.518185 -0.0186 0.0292 0.0600
H 3.757887 -2.459398 -2.288236 0.0343 0.0228 0.0862
H 1.362595 -2.892408 -2.554863 -0.0784 0.0240 -0.0137
H 1.832902 -1.917643 -3.935623 -0.0146 0.0064 0.0131
H 2.565919 0.146541 -4.205472 -0.0234 0.0174 -0.0571
H 3.015152 2.071637 -5.641160 0.0079 -0.0028 0.0147
H 1.387468 3.924819 -5.793442 0.0037 -0.0088 -0.0063
H -0.715713 3.822867 -4.488745 0.0039 0.0014 -0.0208
H -1.166956 1.903257 -3.020894 0.0264 0.0317 -0.0162
H -1.301917 -0.205106 -4.854184 -0.0442 0.0083 -0.0574
H -2.960070 -1.558566 -6.079115 -0.0050 -0.0260 -0.0160
H -3.675719 -3.754433 -5.186651 -0.0169 -0.0001 0.0164
H -2.727223 -4.591501 -3.065998 0.0209 0.0038 0.0163
H -1.045603 -3.246783 -1.848523 -0.0381 -0.0424 -0.0427
H 4.567473 -1.635719 2.154736 0.0464 0.0231 0.0486
H 6.490672 -0.309230 2.951301 -0.0055 -0.0203 -0.0020
H 7.275884 1.639214 1.646287 0.0359 -0.0369 -0.0238
H 6.157919 2.235199 -0.473920 -0.0025 -0.0031 -0.0031
H 4.232712 0.927105 -1.269123 0.0905 0.0264 -0.0368
H 1.107528 -3.950252 0.403411 -0.0239 -0.0340 0.0348
H 1.689306 -6.271253 0.964112 0.0022 -0.0009 0.0176
H 4.063967 -6.934407 1.160993 -0.0134 -0.0095 -0.0279
H 5.845286 -5.289597 0.674594 -0.0066 -0.0241 0.0117
H 5.264760 -2.966356 0.110966 0.0716 -0.0644 0.0634
C -4.729766 2.987061 3.079065 -0.1300 -0.0361 -0.1677
N -3.641276 2.922473 4.034521 0.2008 0.0343 0.1278
C -3.632136 3.537535 5.270321 0.0023 0.0419 0.1218
C -2.462086 3.226370 5.862813 -0.0824 0.0816 0.0644
N -1.766340 2.417903 4.985619 -0.2778 0.1382 -0.0774
C -0.449481 1.869556 5.214574 0.1887 -0.0694 0.0341
C -2.495839 2.236583 3.866399 0.1126 -0.0281 0.1289
Se -2.056719 1.174160 2.407997 0.0395 -0.1926 -0.2920
H -5.395563 3.797967 3.360250 0.0070 -0.0086 0.0438
H -5.282957 2.048500 3.068825 0.0130 0.0100 0.0223
H -4.332452 3.174964 2.083462 0.0205 -0.0079 0.0269
H -4.455967 4.132082 5.623674 0.0011 -0.0024 -0.0272
H -2.073898 3.506270 6.826083 0.0223 -0.0251 -0.0133
H -0.199349 1.975938 6.266862 -0.0287 0.0232 -0.0006
H 0.289885 2.398915 4.611174 -0.0144 -0.0065 0.0053
H -0.435770 0.816311 4.946196 -0.0491 -0.0086 0.0040
O -2.333020 0.624170 -1.786810 0.1384 0.1683 0.3927
C -2.450479 -0.225096 -0.905665 -0.4045 0.1742 -0.6759
O -1.586573 -0.543076 -0.029148 0.7552 -0.0969 0.2630
C -3.766264 -1.029641 -0.916824 0.3967 0.0847 0.4465
N -4.342944 -0.852853 -2.286494 -0.0845 -0.0772 -0.0647
C -5.820013 -0.705821 -2.135530 -0.3618 0.1451 0.2189
C -5.933750 0.110278 -0.856814 0.0284 -0.0991 0.0436
C -4.838786 -0.481780 0.049342 -0.1461 0.1436 -0.0385
H -3.553855 -2.080251 -0.730412 -0.0123 -0.0101 -0.1418
H -4.072696 -1.598749 -2.932220 0.0877 -0.0837 -0.0170
H -3.889100 0.018803 -2.617957 -0.0346 -0.0533 -0.0816
H -6.250666 -1.697340 -1.999825 0.0823 -0.0434 -0.0775
H -6.262097 -0.241043 -3.012978 0.1324 -0.0140 -0.0680
H -6.923127 0.016573 -0.415685 -0.0095 0.0256 -0.0182
H -5.758349 1.168014 -1.058366 0.0533 -0.0177 -0.0270
H -5.239317 -1.288387 0.660730 0.0272 -0.0292 -0.0304
H -4.418573 0.264394 0.720908 0.0595 -0.0304 0.0495
S 1.498638 1.806500 -0.637721 0.2501 -0.0169 -0.3170
C 0.837496 3.302339 -0.175972 -0.2646 0.0948 0.3335
N 1.313952 4.463191 -0.619968 0.0272 0.0741 -0.0670
C 0.546739 5.607528 -0.122544 -0.0082 0.1197 0.0107
C -0.477380 4.934144 0.813978 -0.0702 0.0280 0.0661
N -0.162833 3.511984 0.666274 -0.0821 -0.0147 -0.0719
H 2.029931 4.544594 -1.321500 0.0102 -0.1565 -0.0165
H 0.069714 6.137214 -0.946042 0.0009 -0.0271 0.0005
H 1.194406 6.305322 0.405123 -0.0028 -0.0219 0.0000
H -1.506224 5.131832 0.515511 0.0258 -0.0035 -0.0147
H -0.355773 5.243403 1.852160 0.0162 0.0083 -0.0348
H -0.722208 2.772439 1.091636 0.0524 -0.0369 0.0345
```
Forces are in eV/Å.

Output
* <S²>: 2.033
* 2S+1: 3
* total charge: +3
* ΔE to the lowest compared entry with this formula, charge and spin: 0.0000 eV
* HOMO-LUMO gap (spin up / spin down): 6.32 / 6.33 eV
* E_LUMO (spin up / spin down): -8.01 / -8.00 eV